1.
A structure of composition C13H32IIrO2Se2Si2Te, computed with ωB97M-V/def2-TZVPD.

XYZ file:
```
54
Properties=species:S:1:pos:R:3:forces:R:3:mulliken_spin:R:1
Ir -0.91131 -2.07933 -0.33019 0.872 0.052 0.327 2.27
O 3.46879 -1.74925 3.15689 -0.022 -0.124 -0.042 0.00
C 3.18063 -3.11488 2.87318 0.054 0.259 0.064 0.02
C 1.97166 -3.18881 1.92659 -0.293 0.054 -0.171 -0.05
C 1.71832 -4.69482 1.80149 0.010 -0.019 -0.019 0.00
O 0.64145 -5.00016 0.94060 0.046 0.231 -0.048 0.03
C 2.39978 -2.47768 0.62940 0.162 -0.334 -0.089 0.01
Se 1.41488 -2.61993 -1.07094 -0.959 0.249 0.538 0.55
C 0.83073 -2.42552 2.62263 -0.019 -0.280 0.102 0.01
Se -1.02706 -2.64859 2.03442 0.075 0.324 -0.774 0.67
H 4.24256 -1.70396 3.72415 0.012 -0.017 0.009 0.00
H 2.94917 -3.66133 3.79462 -0.016 0.033 0.034 0.00
H 4.03745 -3.60002 2.39502 0.044 -0.001 -0.018 0.00
H 1.51634 -5.07887 2.80978 0.027 -0.021 0.014 0.00
H 2.64453 -5.16254 1.44296 -0.001 -0.026 -0.013 0.00
H 0.52708 -5.95262 0.90012 0.019 -0.082 0.019 -0.01
H 3.40786 -2.80451 0.36937 0.038 -0.011 -0.007 0.00
H 2.45329 -1.41287 0.83893 0.072 0.062 -0.001 -0.01
H 1.03043 -1.35904 2.55975 0.030 0.047 0.034 0.00
H 0.81886 -2.68901 3.68130 -0.018 -0.023 0.032 0.00
I -2.79584 -2.72261 -2.00088 -0.088 -0.165 -0.051 0.27
C -4.76442 3.08268 0.45981 -0.143 0.005 -0.042 0.00
Si -3.34498 1.92696 0.83013 0.058 0.007 -0.079 -0.02
C -3.91810 0.35388 1.64062 -0.092 -0.076 0.068 0.01
C -2.11490 2.84482 1.90016 0.082 0.011 0.025 0.00
C -2.52249 1.45025 -0.80875 -0.003 0.026 0.077 0.01
Te -0.56386 0.64067 -0.56028 -0.130 -0.145 -0.050 0.22
C -0.06726 0.69053 -2.64321 0.062 0.094 -0.031 0.01
Si 1.22301 2.02831 -2.96566 -0.003 -0.001 -0.009 0.00
C 2.77026 1.49585 -2.06334 0.074 0.000 0.027 0.00
C 0.60968 3.68611 -2.34801 -0.054 0.048 0.024 0.01
C 1.56558 2.20774 -4.79365 0.024 -0.064 -0.101 0.00
H -5.25482 3.39314 1.38855 0.030 -0.022 -0.086 0.00
H -5.51982 2.61141 -0.17670 0.064 0.045 0.049 0.00
H -4.40747 3.98372 -0.04763 -0.035 -0.041 0.030 0.00
H -4.33864 0.53015 2.63552 0.028 0.001 -0.081 0.00
H -3.08843 -0.35082 1.74649 -0.023 0.004 0.022 -0.01
H -4.68376 -0.13232 1.02796 0.050 0.008 0.048 0.00
H -2.59613 3.21039 2.81237 0.021 -0.025 -0.061 0.00
H -1.71179 3.71043 1.36453 -0.003 -0.042 0.052 0.00
H -1.27289 2.21455 2.19972 -0.030 0.035 -0.001 0.00
H -2.39996 2.31874 -1.46197 0.020 -0.018 0.052 0.01
H -3.10542 0.68963 -1.33378 0.039 0.015 -0.017 0.00
H -1.00945 0.83028 -3.17655 0.009 -0.027 0.053 0.00
H 0.32371 -0.29819 -2.88937 -0.045 0.003 0.018 -0.02
H 2.59182 1.40572 -0.98769 0.027 0.011 -0.034 0.00
H 3.58955 2.20692 -2.20737 -0.065 -0.053 0.007 0.00
H 3.09794 0.51729 -2.42753 0.003 0.051 0.031 0.00
H 0.35625 3.67472 -1.28459 0.020 0.007 -0.040 0.00
H -0.27574 4.00371 -2.90892 0.054 -0.012 0.053 0.00
H 1.38416 4.44483 -2.49875 -0.061 -0.034 0.020 0.00
H 1.90298 1.27132 -5.24800 -0.029 0.079 0.037 0.00
H 2.35103 2.95679 -4.94183 -0.065 -0.065 -0.026 0.00
H 0.67475 2.54614 -5.33147 0.069 -0.034 0.026 0.00
```
Positions in Å, forces in eV/Å.

Its expectation value of S² is 6.023. The spin multiplicity is 5. The HOMO-LUMO gap (spin up / spin down) comes out at 7.27 / 5.57 eV.

***

2.
A cluster of 3 separate species, C13H33BrN3O7P in total, computed with ωB97M-V/def2-TZVPD.

XYZ file:
```
58
Properties=species:S:1:pos:R:3:forces:R:3:nbo_charge:R:1
O -1.40504 7.39118 -0.48620 -2.653 0.286 4.110 -0.54
C -0.71789 7.28842 -1.39845 1.763 -0.621 -2.478 0.88
O -1.05440 7.83267 -2.54519 -0.047 0.364 -1.744 -0.66
N 0.54027 6.59769 -1.43625 0.535 0.368 0.790 -1.04
P 1.66046 7.10351 -0.20819 0.953 -0.857 -0.547 1.23
O 1.36183 8.69564 -0.28797 -0.485 -0.107 0.163 -1.00
Br 0.79611 6.35506 1.76147 -0.220 0.543 -0.020 -0.31
H -0.45785 7.52771 -3.24022 0.143 0.182 0.028 0.49
H 0.39460 5.60351 -1.28630 0.011 -0.145 -0.180 0.42
H 1.52035 9.12455 0.56125 -0.021 0.129 -0.015 0.52
C -0.26580 -1.24212 2.33693 0.018 0.246 0.140 -0.24
O 0.03160 -0.40932 3.44697 0.017 -0.179 -0.164 -0.56
C 1.30121 -0.66164 4.03350 -0.071 0.162 0.326 -0.07
C 2.24123 0.50299 3.80365 -0.064 -0.006 -0.266 -0.24
N 2.63407 0.59198 2.40210 0.018 0.121 0.138 -0.63
C 3.34927 1.81729 2.05481 -0.096 -0.180 -0.167 -0.25
C 2.60124 3.14215 2.17904 0.283 0.191 -0.048 -0.08
O 1.53751 3.29689 1.25905 -0.060 -0.285 0.042 -0.56
C 0.29535 2.75049 1.66708 0.006 0.097 -0.278 -0.25
H -1.30193 -1.05711 2.06092 -0.012 0.033 0.048 0.19
H 0.36360 -1.00583 1.47560 0.040 -0.160 -0.029 0.17
H -0.15463 -2.29895 2.58990 0.044 -0.023 -0.054 0.17
H 1.73467 -1.59535 3.66433 -0.001 0.027 -0.123 0.18
H 1.14021 -0.77214 5.11022 0.023 -0.023 -0.002 0.18
H 3.13742 0.36776 4.41638 0.019 0.027 -0.006 0.19
H 1.72820 1.41191 4.14469 0.015 -0.026 0.165 0.17
H 1.80578 0.53002 1.82518 -0.020 -0.047 -0.012 0.35
H 3.66475 1.71497 1.01339 0.042 0.060 0.003 0.20
H 4.26199 1.87069 2.65657 -0.025 0.023 0.056 0.19
H 3.31328 3.93747 1.94004 -0.023 0.015 -0.005 0.19
H 2.25826 3.33864 3.20146 -0.105 -0.099 0.000 0.16
H 0.16565 2.78921 2.75087 0.034 -0.060 0.027 0.18
H 0.17992 1.72161 1.31608 -0.042 -0.064 0.152 0.16
H -0.49497 3.34429 1.20443 0.034 0.057 0.031 0.19
C -3.63738 -3.16387 -4.04088 -0.035 -0.041 0.162 -0.25
O -3.51874 -4.33803 -3.25977 0.078 0.169 -0.178 -0.56
C -2.59321 -5.28756 -3.77734 -0.111 -0.302 0.176 -0.07
C -1.38716 -5.41577 -2.87068 0.013 0.283 0.009 -0.24
N -0.55849 -4.21690 -2.92187 -0.015 -0.145 0.118 -0.62
C 0.49367 -4.16917 -1.90956 -0.068 0.202 -0.167 -0.25
C 0.07429 -4.10953 -0.44304 0.335 -0.056 0.111 -0.08
O -0.57560 -2.90641 -0.07239 -0.236 -0.179 -0.111 -0.55
C -1.97470 -2.88260 -0.30570 0.119 0.236 0.050 -0.25
H -4.46026 -2.57915 -3.63286 -0.013 -0.044 0.030 0.19
H -2.72793 -2.55490 -3.99500 0.009 0.006 -0.133 0.16
H -3.86158 -3.40255 -5.08423 0.038 0.031 -0.030 0.17
H -2.29344 -5.03774 -4.79858 0.047 0.115 0.023 0.18
H -3.10868 -6.25177 -3.80825 0.005 0.001 -0.027 0.18
H -0.79019 -6.27501 -3.18941 0.025 -0.002 0.021 0.19
H -1.75759 -5.61452 -1.85632 -0.049 -0.166 -0.025 0.17
H -1.15000 -3.40486 -2.80753 -0.019 0.023 -0.033 0.35
H 1.09138 -3.27811 -2.11656 0.052 -0.020 0.052 0.20
H 1.15328 -5.03067 -2.05168 -0.034 -0.045 0.029 0.19
H 0.99049 -4.14395 0.15346 -0.006 0.022 0.005 0.19
H -0.52046 -4.97854 -0.13896 -0.125 0.038 -0.081 0.16
H -2.42431 -3.87287 -0.20602 0.015 -0.035 -0.073 0.18
H -2.20472 -2.46822 -1.29048 -0.105 -0.122 -0.042 0.16
H -2.42500 -2.22316 0.43650 0.028 -0.018 0.033 0.19
```
Positions in Å, forces in eV/Å.

As for the structure (SMILES): O=C(O)NP(O)Br.COCCNCCOC.COCCNCCOC. The spin multiplicity is 1. The HOMO-LUMO gap comes out at 9.13 eV.

***

Taking the records one at a time from the top gives max |F| values of 1.1 4.9 eV/Å.